The following is a DFT calculation (ωB97M-V/def2-TZVPD) of 2 unconnected molecules or ions with the total composition C2H6O2 in a non-equilibrium geometry.

Each line ends with the Löwdin charge.
Atoms and positions in Å:
O1 -1.1342 -0.3617 1.1726  0.36
C1 0.0124 -0.5959 1.0545  -0.08
C2 0.9790 -0.2795 -0.0299  0.05
H1 0.4110 -1.2053 1.8912  0.22
H2 1.7114 -0.9678 -0.0951  0.08
H3 1.1418 0.7449 0.0647  0.12
H4 0.6974 -0.5117 -1.0348  0.12
H5 -1.3774 1.1197 -0.1965  0.06
H6 -1.4297 0.8168 -1.7353  0.00
O2 -1.0116 1.2404 -1.0914  0.07

Computed properties:
multiplicity: 2
energy relative to the best compared isomer or geometry (same formula, charge and spin): 216.8 kJ/mol
lowest unoccupied orbital energy (alpha / beta): -6.266 / -10.321 eV
DFT total energy: -229.8497 Ha
HOMO (alpha / beta): -16.8 / -16.3 eV
expectation value of S²: 0.76
net charge: +1
max |F|: 0.134 Eh/bohr

=====

The following is a DFT calculation (ωB97M-V/def2-TZVPD) of a molecular structure, C31H36BN7O5S2Ti.

Each line ends with the Löwdin charge.
Atoms and positions in Å:
Ti1 -0.4378 1.0042 -0.4949  1.00
N1 1.6500 1.4281 0.3303  -0.05
C1 1.9956 2.8446 0.4733  -0.21
C2 0.8486 3.5257 1.1875  -0.22
N2 -0.3563 3.2599 0.4065  -0.02
H1 1.7339 0.9033 1.1943  0.08
H2 2.2083 0.9641 -0.3754  0.09
H3 2.0948 3.2674 -0.5265  0.11
H4 2.9335 2.9950 1.0142  0.12
H5 1.0413 4.5946 1.3084  0.12
H6 0.7298 3.0837 2.1789  0.10
H7 -0.3093 3.7969 -0.4676  0.00
H8 -1.1978 3.4828 0.9225  0.09
O1 -0.7789 0.7020 -2.8861  -0.01
C3 -0.1866 1.8040 -2.9209  -0.59
O2 0.4300 2.1896 -1.8658  -0.18
C4 -0.2225 2.6959 -4.1045  -0.16
C5 -0.4074 2.0519 -5.3341  -0.05
C6 -0.4277 2.7467 -6.5228  -0.12
C7 -0.2757 4.1333 -6.4786  -0.12
C8 -0.1222 4.7853 -5.2743  -0.16
C9 -0.0942 4.1088 -4.0306  -0.65
S1 0.0394 5.0977 -2.5919  0.49
H9 -0.5303 0.9763 -5.3157  0.11
H10 -0.5569 2.2298 -7.4653  0.09
H11 -0.2859 4.7098 -7.3974  0.09
H12 -0.0244 5.8628 -5.2494  0.07
N3 -4.0256 3.1895 -1.7003  0.03
C10 -2.7052 3.2093 -1.5542  -0.12
N4 -2.3366 2.0665 -0.9996  0.06
C11 -3.5034 1.3587 -0.8603  -0.29
N5 -4.5689 2.0223 -1.2674  0.12
C12 -3.3741 0.0312 -0.3432  -0.21
C13 -4.4373 -0.7937 -0.0255  -0.12
N6 -4.3145 -2.0208 0.4583  0.03
C14 -3.0092 -2.4144 0.6073  -0.16
C15 -1.9347 -1.6349 0.3053  -0.15
N7 -2.0469 -0.3558 -0.1822  -0.04
H13 -4.6067 3.8966 -2.1131  0.15
H14 -2.0460 4.0147 -1.8896  0.05
H15 -5.4425 -0.4129 -0.1808  0.11
H16 -2.8442 -3.4157 0.9869  0.09
H17 -0.9339 -2.0108 0.4472  0.08
C16 5.3621 -8.8887 -0.6430  -0.08
C17 4.6354 -7.5700 -0.5223  -0.76
O3 3.8006 -7.3508 0.3113  0.03
S2 5.1235 -6.3995 -1.7776  1.00
C18 4.0436 -5.0331 -1.4481  -0.55
C19 4.2605 -4.2086 -0.3507  -0.10
C20 3.4254 -3.1301 -0.1243  -0.03
C21 2.3657 -2.8443 -0.9939  -0.24
C22 2.1643 -3.6817 -2.0953  -0.02
C23 2.9938 -4.7682 -2.3191  -0.10
C24 1.5009 -1.7264 -0.7622  -0.09
C25 0.7257 -0.8100 -0.5543  -0.05
H18 5.6305 -9.2385 0.3521  0.08
H19 6.2498 -8.8083 -1.2685  0.06
H20 4.6789 -9.6140 -1.0867  0.09
H21 5.0777 -4.4207 0.3264  0.11
H22 3.5827 -2.4910 0.7346  0.11
H23 1.3452 -3.4694 -2.7691  0.12
H24 2.8267 -5.4163 -3.1699  0.10
C26 0.2924 0.5126 5.1020  -0.01
C27 -0.6132 0.2160 3.9217  -0.47
C28 -1.0380 -1.2482 3.9504  0.00
O4 0.1306 0.4114 2.6986  0.06
B1 -0.7399 0.8940 1.7196  -0.56
O5 -1.9151 1.3328 2.3239  0.07
C29 -1.8161 1.1958 3.7535  -0.48
C30 -1.5552 2.5823 4.3312  -0.01
C31 -3.1417 0.6700 4.2758  -0.01
H25 1.1009 -0.2189 5.1270  0.09
H26 -0.2648 0.4404 6.0388  0.09
H27 0.7318 1.5066 5.0306  0.08
H28 -0.1443 -1.8683 3.8688  0.10
H29 -1.6885 -1.4848 3.1087  0.08
H30 -1.5543 -1.4958 4.8797  0.09
H31 -0.6000 2.9846 3.9944  0.08
H32 -1.5568 2.5630 5.4226  0.09
H33 -2.3484 3.2525 3.9971  0.09
H34 -3.4397 -0.2369 3.7532  0.09
H35 -3.9139 1.4228 4.1125  0.09
H36 -3.0804 0.4638 5.3474  0.09

Computed properties:
multiplicity: 2
energy relative to the best compared isomer or geometry (same formula, charge and spin): 0.0 kJ/mol
lowest unoccupied orbital energy (alpha / beta): 2.058 / 2.058 eV
DFT total energy: -3633.3095 Ha
HOMO (alpha / beta): -2.9 / -4.1 eV
expectation value of S²: 0.77
net charge: -1
max |F|: 0.018 Eh/bohr

=====

The following is a DFT calculation (ωB97M-V/def2-TZVPD) of a molecular structure, C11H20BBe2BrFN3NaO24PS2 in a non-equilibrium geometry.

Each line ends with the Löwdin charge.
Atoms and positions in Å:
O1 -3.0681 -4.9955 2.9085  -0.04
C1 -2.2977 -4.1273 2.1979  -0.10
O2 -1.6257 -4.5788 0.9664  -0.22
C2 -2.5304 -4.4793 -0.2115  -0.16
C3 -2.6863 -2.8566 -0.5881  -0.15
C4 -4.1964 -2.4355 -0.1141  -0.21
C5 -4.5200 -0.8309 -0.1367  -0.25
S1 -3.0307 0.2928 0.0106  0.67
O3 -2.2591 -0.1307 1.3205  -0.42
O4 -2.1464 0.2663 -1.2590  -0.37
N1 -3.6751 1.9106 0.3838  -0.46
S2 -2.4047 3.1123 0.3098  0.56
O5 -2.4776 3.9334 -1.0224  -0.44
O6 -0.9650 2.4872 0.4772  -0.37
P1 -2.5672 4.6110 1.8935  0.65
O7 -1.8364 4.0600 3.2170  -0.37
O8 -1.6702 6.0727 1.4560  -0.20
O9 -4.2511 4.9793 2.2229  -0.38
H1 -2.2047 -3.0463 2.6700  0.20
H2 -2.1958 -5.1299 -1.1245  0.15
H3 -3.5875 -4.8661 0.1587  0.13
H4 -2.5741 -2.8005 -1.7741  0.15
H5 -1.8136 -2.3255 -0.0183  0.12
H6 -4.9426 -2.9365 -0.8998  0.14
H7 -4.4801 -2.9449 0.9267  0.13
H8 -5.1988 -0.6133 0.8208  0.11
H9 -5.2270 -0.5872 -1.0634  0.13
H10 -0.8961 5.8270 0.8391  0.12
H11 -4.5061 4.4194 3.0168  0.00
Be1 -0.8646 -6.7644 1.3603  0.66
O10 2.7123 -6.8638 2.4680  -0.37
H12 2.0655 -6.1684 2.6608  0.01
H13 2.6729 -7.4419 3.2447  0.06
B1 2.4554 0.7228 2.9020  -0.89
O11 3.3510 0.8834 4.0520  0.26
C6 3.5793 2.1973 4.1861  -0.30
O12 4.2882 2.6831 5.0526  0.24
C7 2.8688 2.9241 3.1666  -0.36
O13 2.8686 4.1350 3.0158  0.19
O14 2.1906 2.0700 2.3871  0.28
O15 3.0704 -0.1210 1.8724  0.26
C8 2.2566 -1.1709 1.6932  -0.37
O16 2.4709 -2.0749 0.9020  0.15
C9 1.1170 -1.0610 2.5659  -0.37
O17 0.1941 -1.8555 2.6456  0.11
O18 1.2094 0.0583 3.2974  0.24
Be2 -4.4065 2.1181 2.3515  0.40
Br1 1.3718 -7.4647 0.9439  0.47
F1 2.5632 -0.1457 5.3086  -0.03
Na1 -5.7774 5.1340 0.3897  0.71
C10 0.0823 2.7834 -3.2172  -0.16
O19 -0.4330 4.0548 -2.8671  -0.14
H14 0.6841 2.8813 -4.1236  0.06
H15 0.7091 2.4071 -2.4050  0.08
H16 -0.7442 2.0932 -3.4039  0.08
H17 -0.9622 3.9364 -2.0600  0.00
C11 3.0052 1.3335 -5.0631  0.02
N2 3.8716 0.4570 -5.8965  -0.41
O20 4.7228 -0.2208 -5.3093  0.06
O21 3.6727 0.4742 -7.1169  0.04
H18 3.2898 1.2180 -4.0151  0.10
H19 3.1618 2.3623 -5.3940  0.10
H20 1.9713 1.0190 -5.2189  0.09
N3 7.6366 0.2799 -4.4899  -0.61
O22 7.6401 -0.0819 -5.6783  0.07
O23 8.1959 -0.4167 -3.6269  0.07
O24 7.0736 1.3383 -4.1646  0.06

Computed properties:
lowest unoccupied orbital energy: -5.725 eV
DFT total energy: -6428.6009 Ha
HOMO: -7.1 eV
max |F|: 0.177 Eh/bohr

=====

The following is a DFT calculation (ωB97M-V/def2-TZVPD) of C3H5N3 in the gas phase.

Each line ends with the Löwdin charge.
Atoms and positions in Å:
C1 1.4064 0.1306 0.8901  -0.02
N1 0.1366 0.1827 0.1957  -0.21
C2 -0.3978 -0.6896 -0.6878  -0.08
C3 -1.6071 -0.1310 -1.0121  -0.16
N2 -1.7437 1.0325 -0.3247  -0.01
N3 -0.6857 1.2157 0.4012  0.01
H1 1.2381 0.3599 1.9431  0.09
H2 1.8245 -0.8732 0.7967  0.09
H3 2.1028 0.8579 0.4670  0.09
H4 0.1027 -1.5960 -0.9918  0.11
H5 -2.3770 -0.4895 -1.6774  0.09

Computed properties:
energy relative to the best compared isomer or geometry (same formula, charge and spin): 116.0 kJ/mol
lowest unoccupied orbital energy: 0.853 eV
DFT total energy: -281.5459 Ha
HOMO: -9.8 eV
SMILES: Cn1ccnn1
max |F|: 0.003 Eh/bohr

=====

The following is a DFT calculation (ωB97M-V/def2-TZVPD) of 2 unconnected molecules or ions with the total composition CH8N4P in a non-equilibrium geometry.

Each line ends with the Löwdin charge.
Atoms and positions in Å:
C1 0.0492 -0.3218 1.6242  -0.24
N1 -0.0859 0.3569 2.6514  -0.07
N2 -0.3843 0.6691 3.8193  -0.02
N3 0.5512 1.0675 4.6525  0.04
N4 -0.4226 -0.9789 -2.5344  -0.04
P1 -0.1410 0.0071 -0.0987  0.90
H1 -0.0871 1.1748 -1.0285  0.03
H2 1.4309 1.5894 4.2502  0.17
H3 -0.0461 1.6059 5.3523  0.15
H4 0.1857 -0.6814 -3.1961  0.00
H5 -1.2975 -0.8321 -3.0563  0.08
H6 -0.3341 -1.9554 -2.3361  0.05
H7 0.7764 -0.8290 -0.7973  0.00
H8 -1.2367 -0.6821 -0.3735  -0.04

Computed properties:
energy relative to the best compared isomer or geometry (same formula, charge and spin): 645.8 kJ/mol
lowest unoccupied orbital energy (alpha / beta): -4.366 / -4.367 eV
DFT total energy: -602.8236 Ha
HOMO (alpha / beta): -12.5 / -12.5 eV
net charge: +1
max |F|: 0.076 Eh/bohr

=====

Question: Among the records above, which one has the highest DFT total energy?
Answer: C2H6O2

=====

Question: Which formula does entry 3 have?
Answer: C11H20BBe2BrFN3NaO24PS2

=====

Question: Which value of max |F| does entry 3 give?
Answer: 0.177 Eh/bohr